Computed, not measured: a molecular structure, C24H36AlCl6F5K3O15S3 in a non-equilibrium geometry, with the ωB97M-V functional and the def2-TZVPD basis.

Structure (ORCA input):
```
! wB97M-V def2-TZVPD RIJCOSX def2/J DEFGRID3
* xyz 3 1
C 0.6041 -3.9417 -1.1287
C 0.4552 -2.7936 -2.1403
C 0.6516 -1.3915 -1.5179
C -0.6476 -0.6357 -1.2109
C -0.9720 0.5831 -2.1076
C -1.7139 -0.0081 -3.3399
C -1.6397 0.8238 -4.6242
C -3.1941 -0.3757 -3.0990
C -3.4981 -1.8862 -3.0313
O 0.2861 1.1280 -2.6590
S 0.9328 1.9240 -1.4312
O 1.5787 3.1221 -1.8131
O 1.7473 1.1219 -0.5879
O -0.4324 2.1231 -0.5014
C -1.5189 1.8252 -1.4118
C -2.7770 1.8346 -0.5455
C -2.8705 0.8246 0.5894
C -4.3191 1.0341 1.3136
F -4.3945 2.1839 1.9098
F -4.5552 -0.0547 2.2232
F -5.2459 0.8660 0.4051
S -1.7039 3.4344 -2.3787
O -3.0840 3.7490 -2.4393
O -0.9976 3.4340 -3.5990
F -1.0307 4.4162 -1.4086
H 1.1320 -3.6213 -0.2371
H -0.3598 -4.3433 -0.8400
H 1.2287 -4.7116 -1.5633
H 1.2654 -2.9309 -2.8481
H -0.4599 -2.8702 -2.7192
H 1.1433 -1.5735 -0.5714
H 1.3749 -0.8707 -2.1239
H -0.5950 -0.2926 -0.1785
H -1.4780 -1.3378 -1.2363
H -1.1986 -0.9373 -3.5624
H -2.1247 0.2274 -5.3922
H -0.6377 1.0157 -4.9775
H -2.2433 1.7146 -4.5266
H -3.6420 0.0862 -2.2258
H -3.7551 0.0003 -3.9440
H -4.0156 -2.0948 -2.0996
H -2.6131 -2.5139 -3.0304
H -4.1850 -2.1957 -3.8079
H -3.6626 1.7977 -1.1639
H -2.7988 2.8139 -0.0749
H -2.8861 -0.2572 0.2527
H -2.0134 0.9399 1.3099
K -2.6715 -0.3829 2.5102
C -3.9046 -4.9899 0.8988
Cl -3.5665 -3.3150 0.4554
Cl -2.4424 -5.9812 0.7858
H -4.2675 -5.0254 1.9220
H -4.6645 -5.3794 0.2214
C 6.7638 6.0224 -2.2317
C 6.6086 6.5049 -3.4986
C 5.4075 6.1704 -4.3423
O 5.3248 6.6458 -5.4496
C 4.4014 5.2668 -3.7741
C 4.5481 4.7858 -2.4990
C 5.7582 5.1581 -1.6483
O 5.8369 4.7178 -0.5255
O 3.6679 3.9927 -1.9672
O 7.4945 7.2869 -4.0297
H 7.6260 6.2712 -1.6252
H 3.5423 5.0207 -4.3905
H 3.9710 3.7872 -1.0465
H 7.1847 7.5355 -4.9323
O 2.8744 6.2938 0.9571
S 3.1104 5.0583 1.7402
O 3.4932 3.9697 0.8365
O 1.8849 4.6937 2.4728
O 4.1862 5.3214 2.7125
K -3.8392 -6.7992 -0.8068
C -0.8108 -5.2729 5.9921
C -1.9925 -4.5673 5.3502
C -2.7856 -3.7810 6.3713
O -2.8521 -5.5263 4.7113
H -1.1472 -5.9834 6.7493
H -0.2537 -5.8417 5.2479
H -0.1333 -4.5607 6.4637
H -1.6369 -3.8959 4.5659
H -3.1898 -4.4391 7.1422
H -3.6368 -3.2860 5.8975
H -2.1657 -3.0252 6.8550
H -3.1761 -6.1271 5.3910
K 2.1105 6.8890 3.1690
C 2.0950 -7.3823 8.1956
Cl 2.8950 -8.6171 9.1528
Cl 1.4379 -8.1141 6.7201
Cl 0.7797 -6.6647 9.1367
Cl 3.2549 -6.1252 7.7566
F 8.0114 9.1930 -3.1300
Al 5.7310 3.1116 -4.3896
*
```

E_tot   -8560.594715 Ha

Mulliken atomic charge list, values in e, 2 entries: -1.087, -0.572

***

Computed, not measured: 2 unconnected molecules or ions with the total composition C6H9N2O2 in a non-equilibrium geometry, with the ωB97M-V functional and the def2-TZVPD basis.

Structure (ORCA input):
```
! wB97M-V def2-TZVPD RIJCOSX def2/J DEFGRID3
* xyz -1 1
C 2.0111 -1.4848 0.0588
C 2.5360 -0.1415 -0.4198
O 3.7293 -0.0687 -0.7824
O 1.7061 0.8112 -0.4918
H 1.6657 -1.4889 1.0966
H 2.8105 -2.2265 -0.0067
H 1.1705 -1.8746 -0.5203
C -1.5249 1.0686 1.8918
C -1.4518 0.6924 0.4551
C -1.8248 -0.6300 -1.2180
C -0.8010 1.2311 -0.6312
N -2.1807 -0.3850 0.0232
N -0.8910 0.2848 -1.5893
H -2.2473 -1.4059 -1.8286
H -0.5134 1.0576 2.3156
H -2.1698 0.4355 2.4891
H -0.2844 0.1277 -2.3763
H 0.0355 1.8658 -0.4466
H -1.7754 2.1313 1.9808
*
```

Relative energy (zero: lowest compared OMol25 entry of this formula, charge and spin)   35.3 kcal/mol

Mulliken atomic charge list, values in e, 2 entries: -0.720, 0.410

***

Computed, not measured: a molecular structure, C37H36AuN5O3Si in a non-equilibrium geometry, with the ωB97M-V functional and the def2-TZVPD basis.

Structure (ORCA input):
```
! wB97M-V def2-TZVPD RIJCOSX def2/J DEFGRID3
* xyz 0 1
Au 1.5548 0.4513 0.3538
C 2.9648 1.9499 -4.6212
C 2.4510 0.7574 -4.1317
C 1.6697 0.7550 -2.9977
C 1.3962 1.9559 -2.3302
C 1.9329 3.1549 -2.8163
C 2.7014 3.1396 -3.9629
N 0.7083 1.8758 -1.1472
C -0.1548 2.7412 -0.6639
C -0.8498 3.6835 -1.4765
C -1.8513 4.4501 -0.9672
C -2.2014 4.3891 0.3993
C -1.5617 3.5230 1.2269
C -0.5438 2.6711 0.7284
N 0.0756 1.7922 1.4877
N 0.0501 1.6829 2.7516
C 0.7618 0.6785 3.3209
C 0.8125 0.5937 4.7216
C 1.5875 -0.3866 5.3005
C 2.2739 -1.2861 4.4891
C 2.1454 -1.1628 3.1167
N 1.4168 -0.2165 2.5583
H 3.5879 1.9510 -5.5008
H 2.6787 -0.1729 -4.6271
H 1.2595 -0.1536 -2.5817
H 1.7924 4.0674 -2.2562
H 3.1190 4.0619 -4.3363
H -0.6079 3.7225 -2.5264
H -2.3994 5.1196 -1.6137
H -2.9810 5.0278 0.7817
H -1.8049 3.4282 2.2737
H 0.2592 1.3028 5.3152
H 1.6584 -0.4613 6.3762
H 2.8892 -2.0631 4.9113
H 2.6329 -1.8372 2.4304
C -2.1882 -1.1201 2.0336
C -1.7973 -2.4267 1.3528
C -0.7991 -3.1651 2.2344
C -3.0594 -3.2649 1.1661
Si -0.9515 -1.9714 -0.3630
O 0.3928 -1.1664 -0.2339
C -2.4092 -1.0740 -1.2089
C -3.4430 -1.7928 -1.8018
C -4.5803 -1.1511 -2.2585
C -4.6968 0.2244 -2.1430
C -3.6630 0.9581 -1.5873
C -2.5355 0.3063 -1.1201
C -0.6052 -3.4800 -1.4769
C -0.2195 -3.2133 -2.7873
C -0.0753 -4.2305 -3.7124
C -0.3085 -5.5436 -3.3417
C -0.6552 -5.8298 -2.0341
C -0.7940 -4.8058 -1.1122
H -2.7134 -1.3261 2.9664
H -2.8422 -0.5253 1.3996
H -1.3093 -0.5278 2.2628
H -1.2616 -3.4244 3.1879
H 0.0635 -2.5358 2.4339
H -0.4459 -4.0824 1.7697
H -3.4367 -3.5826 2.1401
H -2.8766 -4.1561 0.5724
H -3.8378 -2.6852 0.6744
H -3.3588 -2.8676 -1.8952
H -5.3858 -1.7294 -2.6883
H -5.5954 0.7217 -2.4778
H -3.7376 2.0331 -1.4948
H -1.7368 0.8707 -0.6659
H -0.0465 -2.1881 -3.0820
H 0.2096 -3.9968 -4.7278
H -0.2258 -6.3391 -4.0676
H -0.8249 -6.8527 -1.7299
H -1.0632 -5.0548 -0.0961
O 4.2158 0.1281 1.7652
C 3.9880 1.3141 1.6780
C 4.7047 2.4390 2.4116
C 3.9916 3.6955 1.9340
C 2.8989 3.1789 1.0000
O 2.0836 3.8787 0.4463
N 2.9901 1.8261 0.9098
H 5.7641 2.4289 2.1623
H 4.6055 2.2782 3.4881
H 4.6372 4.3889 1.3929
H 3.5102 4.2529 2.7379
*
```

E_tot   -2356.194458 Ha

Mulliken atomic charge list, values in e, 2 entries: 0.580, -0.525

***

Computed, not measured: a molecular structure, C35H42CeGeS3 in a non-equilibrium geometry, with the ωB97M-V functional and the def2-TZVPD basis.

Structure (ORCA input):
```
! wB97M-V def2-TZVPD RIJCOSX def2/J DEFGRID3
* xyz -1 2
Ce -0.4696 -1.2283 -1.2690
C 0.2997 -2.8353 0.9204
C -0.1894 -3.7286 0.0070
C 0.6058 -3.6779 -1.1622
C 1.6743 -2.7402 -0.8533
C 1.5152 -2.2777 0.4111
C 2.3713 -1.3340 1.1784
C 2.6098 -2.1938 -1.9473
C 0.4192 -4.5430 -2.3667
C -1.3273 -4.6524 0.4128
C -0.1698 -2.6215 2.3067
H 1.6782 -0.8837 1.9514
H 2.7522 -0.4633 0.5852
H 3.1849 -1.8647 1.7238
H 3.7056 -2.2655 -1.6724
H 2.3374 -1.1737 -2.1793
H 2.5161 -2.6840 -2.9307
H 0.8537 -5.5353 -2.2249
H 0.8391 -4.1373 -3.2974
H -0.6229 -4.6944 -2.5254
H -1.7680 -5.2810 -0.4082
H -2.1999 -4.1238 0.8628
H -0.9785 -5.3686 1.1528
H -0.3286 -3.5885 2.7970
H -1.0717 -2.0000 2.3156
H 0.4321 -2.0856 2.9446
C -0.3953 0.5410 -4.0087
C -1.6237 0.9650 -3.2200
S -1.1339 2.0014 -1.8065
C -2.7001 1.9575 -0.8715
C -3.6729 0.8323 -1.0174
S -3.2819 -0.9209 -0.5491
C -6.3707 -7.3393 -0.6899
C -6.5075 -8.6157 -1.1244
S 0.0095 -1.2139 -3.9939
H 0.4864 1.0686 -3.6833
H -0.6382 0.8600 -5.0038
H -2.2660 0.1970 -2.8802
H -2.2194 1.5975 -3.8358
H -3.2284 2.9096 -1.0687
H -2.2904 2.0275 0.1455
H -4.0630 0.8127 -2.0236
H -4.5127 1.1540 -0.3744
H -5.4222 -6.8338 -0.6558
H -7.2516 -6.8082 -0.3837
H -5.5597 -9.1700 -1.5942
H -7.4250 -9.1499 -0.9968
C 0.0542 1.1561 -0.9539
Ge 1.0023 2.3406 0.1919
C 0.8308 1.7764 2.0912
C 1.8490 1.8386 3.0872
C 1.5774 1.3473 4.3716
C 0.4210 0.7148 4.6832
C -0.5740 0.6067 3.7345
C -0.3585 1.1425 2.4840
C 2.9303 2.7903 0.1687
C 3.8635 2.1336 -0.5977
C 5.2604 2.3913 -0.5213
C 5.6944 3.2557 0.4523
C 4.8075 3.9753 1.2279
C 3.4199 3.7248 1.1293
C 0.1733 4.0778 0.0539
C 0.6474 5.0816 -0.8395
C 0.0198 6.3308 -0.8830
C -1.0276 6.5649 0.0046
C -1.4976 5.5994 0.8942
C -0.8799 4.3770 0.8826
H 2.7879 2.2594 2.8818
H 2.3060 1.3763 5.1611
H 0.2776 0.3772 5.7031
H -1.5651 0.0711 3.9342
H -1.1946 1.0996 1.7605
H 3.4518 1.5155 -1.3843
H 5.9537 1.8758 -1.1545
H 6.7408 3.4983 0.5325
H 5.1618 4.6331 2.0197
H 2.7999 4.2138 1.8233
H 1.4370 4.8491 -1.5297
H 0.2686 7.0995 -1.5601
H -1.5923 7.5219 -0.0210
H -2.3510 5.8252 1.5495
H -1.2977 3.6684 1.5259
*
```

Relative energy (zero: lowest compared OMol25 entry of this formula, charge and spin)   33.2 kcal/mol

Mulliken atomic charge list, values in e, 2 entries: -0.083, 1.221

***

Computed, not measured: a molecular structure, C19H11Br4N4O2RuS, with the ωB97M-V functional and the def2-TZVPD basis.

Structure (ORCA input):
```
! wB97M-V def2-TZVPD RIJCOSX def2/J DEFGRID3
* xyz 0 2
Ru 2.0264 -0.6517 -1.9414
N 5.1769 0.9607 0.5369
C 4.0684 0.4666 -0.0440
S 4.2189 -0.0915 -1.7012
N 2.9803 0.4193 0.6658
N 1.9150 -0.1268 -0.0017
C 0.7985 -0.2004 0.6489
C 0.6339 0.3484 2.0186
C 0.9954 -0.4019 3.1305
C 0.7911 0.1106 4.4017
C 0.2254 1.3684 4.5640
C -0.1375 2.1150 3.4528
C 0.0631 1.6054 2.1779
C -0.3525 -0.8045 -0.0103
C -1.6459 -0.7355 0.3159
C -2.5027 -1.4749 -0.6711
C -2.0430 -1.6366 -2.8864
C -0.9058 -0.9562 -3.4912
N -0.1169 -0.4885 -2.4411
H 6.0210 1.0634 0.0067
H 5.1264 1.3064 1.4790
H 1.4404 -1.3797 2.9959
H 1.0744 -0.4725 5.2682
H 0.0669 1.7659 5.5580
H -0.5768 3.0962 3.5763
H -0.2113 2.1857 1.3040
H -2.0475 -0.2035 1.1683
H -3.3026 -2.0462 -0.2087
H -2.6480 -2.2680 -3.5268
H -0.8926 -0.4242 -4.4300
Br -4.8509 -1.2972 -2.3268
C -3.0267 -0.7071 -1.9537
C -2.8526 0.7820 -1.9702
Br -4.3998 1.8132 -1.6411
C -1.6763 1.4463 -2.1086
Br -1.5999 3.3360 -2.0705
C -0.3059 0.8850 -2.1415
O 0.7013 1.5476 -1.9646
C -0.1734 -1.5690 -1.3044
O 0.9471 -2.2811 -1.4653
C -1.5307 -2.2516 -1.5691
Br -1.4717 -4.1538 -1.3996
*
```

Relative energy (zero: lowest compared OMol25 entry of this formula, charge and spin)   121.8 kcal/mol

Mulliken atomic charge list, values in e, 2 entries: 0.309, -0.389

***

Computed, not measured: a single C4H8N2O molecule, with the ωB97M-V functional and the def2-TZVPD basis.

Structure (ORCA input):
```
! wB97M-V def2-TZVPD RIJCOSX def2/J DEFGRID3
* xyz 0 1
N 1.3105 -0.3119 -1.3672
C 0.7228 -0.7736 0.0240
O 0.7315 -1.9543 0.2266
C 0.6041 0.3918 1.0153
N -0.6444 1.0689 0.7238
C -1.7375 0.0982 0.7612
C -1.0976 0.3823 -0.5442
H 1.5265 -1.1371 -1.9266
H 2.0988 0.3353 -1.3253
H 0.6561 -0.0137 2.0328
H 1.4529 1.0789 0.8747
H -1.5575 -0.8640 1.2481
H -2.6985 0.5428 1.0172
H 0.3297 0.1120 -1.5788
H -1.6973 1.0444 -1.1818
*
```

Relative energy (zero: lowest compared OMol25 entry of this formula, charge and spin)   127.3 kcal/mol

Mulliken atomic charge list, values in e, 2 entries: -0.362, 0.497

***

> Number 4 is which compound?

C35H42CeGeS3